24
Properties=species:S:1:pos:R:3:forces:R:3:nbo_charge:R:1 method="wB97M-V/def2-TZVPD" homo_ev=-9.18 e_above_lowest_kcal_mol=35.63 orbital_gap_ev=10.11 smiles=CC(C)C[C@@H](C)CO
C -2.7212 0.5269 0.0428 -0.1 0.1 0.1 -0.61
C -1.4099 -0.2300 0.2163 1.5 2.0 -1.0 -0.19
C -1.3457 -1.4314 -0.7109 0.0 -0.1 -0.1 -0.62
C -0.0962 0.8887 -0.1506 -4.4 -2.0 0.9 -0.40
C 1.1175 0.6165 0.6358 4.0 1.3 -2.1 -0.23
C 1.3370 -0.6637 1.4101 0.3 -0.2 -0.2 -0.62
C 2.4300 0.8264 -0.5456 -1.4 -0.6 2.4 -0.05
O 2.6658 -0.3662 -1.2612 -0.2 0.0 -0.1 -0.72
H -2.7856 1.3665 0.7429 0.0 -0.1 -0.1 0.21
H -2.8185 0.9253 -0.9733 0.0 0.0 0.1 0.20
H -3.5907 -0.1153 0.2360 0.2 0.0 -0.1 0.20
H -1.3461 -0.5557 1.2581 0.3 0.1 -0.1 0.19
H -2.1898 -2.1135 -0.5401 0.2 0.1 0.0 0.21
H -1.3953 -1.1232 -1.7613 0.0 0.1 0.1 0.20
H -0.4219 -2.0023 -0.5944 -0.1 0.0 0.1 0.21
H -0.0108 0.8861 -1.2395 0.2 -0.3 0.0 0.19
H -0.4897 1.8737 0.1162 0.0 -0.1 -0.1 0.21
H 1.2882 1.4575 1.3174 0.0 -0.1 0.0 0.20
H 1.1833 -1.5590 0.8049 -0.2 0.1 0.1 0.21
H 2.3795 -0.7175 1.7428 -0.1 0.1 0.0 0.22
H 0.7115 -0.6998 2.3062 0.0 -0.1 -0.2 0.21
H 3.3134 1.0612 0.0522 0.1 -0.3 -0.2 0.17
H 2.2704 1.6601 -1.2364 -0.5 0.1 0.3 0.16
H 1.9248 -0.5112 -1.8683 0.2 0.1 0.2 0.46

=====

25
Properties=species:S:1:pos:R:3:forces:R:3:nbo_charge:R:1 method="wB97M-V/def2-TZVPD" homo_ev=-9.86 e_above_lowest_kcal_mol=37.69 orbital_gap_ev=10.85 smiles=C1COCO1.CCCC
C -0.1439 3.1989 3.8388 0.1 0.7 -0.1 -0.10
C -1.0905 2.0698 3.4961 -0.7 -0.1 -0.2 -0.10
O -0.5628 0.9935 4.2697 0.2 0.2 -0.2 -0.53
C 0.8354 1.2094 4.3506 0.4 -0.4 0.2 0.23
O 1.1121 2.5253 3.9036 -0.3 -0.1 0.1 -0.53
H -0.0746 4.0016 3.0796 0.0 -0.5 0.3 0.20
H -0.3983 3.6721 4.8067 0.1 -0.3 -0.3 0.17
H -1.0776 1.8336 2.4147 0.1 0.1 0.3 0.17
H -2.1445 2.2332 3.7925 0.6 0.0 0.0 0.20
H 1.1528 1.0525 5.3994 -0.2 0.2 -0.3 0.15
H 1.4018 0.4994 3.7177 -0.3 0.3 0.0 0.15
C 3.5280 1.2221 0.7917 0.0 -0.1 0.0 -0.61
C 2.2261 1.6897 0.1420 -0.1 -0.1 -0.1 -0.39
C 2.1503 3.2092 0.0110 0.1 0.1 0.1 -0.40
C 0.8484 3.6768 -0.6388 0.0 0.1 0.0 -0.60
H 3.5545 0.1224 0.8730 0.1 0.4 0.0 0.21
H 3.6213 1.6520 1.8033 0.0 -0.2 -0.3 0.21
H 4.3910 1.5512 0.1887 -0.2 -0.2 0.3 0.20
H 2.1346 1.2400 -0.8654 -0.1 0.1 0.4 0.19
H 1.3665 1.3405 0.7458 0.3 0.1 -0.3 0.19
H 2.2418 3.6589 1.0184 0.1 -0.1 -0.4 0.20
H 3.0099 3.5584 -0.5928 -0.3 -0.1 0.3 0.19
H -0.0145 3.3477 -0.0358 0.2 0.1 -0.3 0.20
H 0.7551 3.2469 -1.6503 -0.1 0.2 0.3 0.20
H 0.8220 4.7765 -0.7200 -0.1 -0.4 0.0 0.21

=====

25
Properties=species:S:1:pos:R:3:forces:R:3:nbo_charge:R:1 method="wB97M-V/def2-TZVPD" homo_ev=-7.99 e_above_lowest_kcal_mol=83.63 orbital_gap_ev=8.72 smiles="C/C=N/C(C)C.CC"
C -0.7117 1.8751 -0.0021 -0.6 -1.0 0.2 -0.72
C 0.1929 0.8123 -0.5842 -2.5 0.4 -0.5 0.27
N 0.3139 -0.3498 -0.0671 1.4 2.1 1.5 -0.54
C 1.8214 -0.1533 0.2973 2.1 -2.2 -1.3 -0.06
C 2.6517 -0.8768 -0.7827 -1.0 0.1 -0.3 -0.63
C 2.5316 1.1846 0.5970 -1.3 0.6 0.3 -0.64
H -0.1774 2.8219 0.0029 -0.1 0.2 -0.1 0.23
H -1.6928 1.9410 -0.4685 0.0 0.4 -0.6 0.24
H -0.9458 1.5488 1.0102 0.2 0.2 0.2 0.23
H 0.6275 1.1318 -1.5488 1.3 0.1 0.4 0.13
H 1.8801 -0.7105 1.2283 -0.2 -0.1 0.0 0.22
H 3.7290 -0.7659 -0.7411 0.2 -0.2 0.4 0.20
H 2.3100 -1.9067 -0.7986 0.4 -0.3 0.0 0.22
H 2.3624 -0.4723 -1.7561 0.0 0.1 0.0 0.20
H 2.6880 1.8018 -0.2860 0.1 -0.1 -0.2 0.20
H 1.9550 1.7950 1.3022 0.1 0.0 0.0 0.21
H 3.4963 0.9925 1.0629 0.0 -0.2 -0.1 0.23
C -3.4367 -0.8750 -0.3691 0.7 -0.4 0.6 -0.60
C -2.9000 -1.6796 0.8326 0.4 0.3 -0.7 -0.61
H -4.3310 -0.2991 -0.1549 -0.1 0.0 0.0 0.20
H -3.5766 -1.5301 -1.2127 -0.4 -0.1 -0.4 0.20
H -2.6215 -0.1987 -0.6260 -0.2 0.2 -0.3 0.20
H -2.1763 -2.4006 0.4652 0.1 -0.2 -0.1 0.21
H -2.2898 -0.9897 1.4034 -0.2 -0.1 0.7 0.21
H -3.6234 -2.2289 1.4258 -0.2 0.2 0.1 0.20

=====

25
Properties=species:S:1:pos:R:3:forces:R:3:nbo_charge:R:1 method="wB97M-V/def2-TZVPD" homo_ev=-7.73 e_above_lowest_kcal_mol=106.12 orbital_gap_ev=8.14
C 1.4627 0.6754 -1.3339 -1.4 -0.3 0.1 -0.63
C 1.5212 0.5619 0.2029 4.1 0.6 1.3 -0.08
C 2.4361 -0.6774 0.5537 -1.5 0.2 0.1 -0.63
N 0.3396 0.8532 1.1450 -1.0 -1.0 -3.2 -0.58
C -0.2881 -0.2155 0.7510 -1.5 0.3 1.7 0.35
C -1.5797 -0.3294 -0.0239 -0.8 0.2 0.3 -0.34
C -1.6601 -1.4837 -1.0605 0.0 0.5 0.3 -0.59
C -2.0546 0.9853 -0.6303 0.6 0.0 -0.5 -0.60
H 0.7743 -0.0766 -1.7368 0.1 0.0 -0.1 0.19
H 1.1184 1.6444 -1.6954 0.0 0.1 0.2 0.22
H 2.4334 0.4726 -1.7857 0.1 0.1 0.3 0.22
H 2.1801 1.3861 0.4986 -0.2 0.1 0.0 0.22
H 2.2706 -0.8975 1.6087 0.3 -0.1 0.0 0.22
H 3.4871 -0.4616 0.3825 0.0 0.1 -0.1 0.22
H 2.1307 -1.5470 -0.0331 0.2 -0.1 0.1 0.19
H -0.0226 -1.1779 1.2350 0.8 -0.4 -1.0 0.13
H -0.9518 -0.6191 3.9950 0.0 0.4 -0.1 -0.02
H -0.9077 0.1014 3.7798 0.0 -0.4 0.1 0.02
H -2.3540 -0.6389 0.6953 0.2 0.1 0.4 0.24
H -2.6692 -1.3942 -1.4646 0.1 -0.2 -0.2 0.22
H -1.5823 -2.4628 -0.5934 0.2 0.0 0.0 0.21
H -0.9556 -1.3962 -1.8874 0.1 0.0 0.1 0.21
H -2.2472 1.7722 0.0927 0.0 -0.1 0.2 0.23
H -2.9410 0.7923 -1.2333 -0.1 0.2 0.1 0.20
H -1.2703 1.3672 -1.2919 -0.2 0.0 0.0 0.21

=====

25
Properties=species:S:1:pos:R:3:forces:R:3:nbo_charge:R:1 method="wB97M-V/def2-TZVPD" homo_ev=-8.56 e_above_lowest_kcal_mol=53.50 orbital_gap_ev=9.68 smiles=CCCNCC(C)C
C 1.8358 2.2543 1.4461 1.0 -3.4 1.0 -0.64
C 1.1588 2.3310 0.1299 -0.8 1.8 -2.6 -0.41
C -0.3776 2.0263 0.1056 0.1 0.2 4.2 -0.21
N -0.6228 0.6770 0.7177 -0.8 0.7 -0.1 -0.66
C -0.1150 -0.3568 -0.1738 0.9 -2.6 1.4 -0.20
C -1.0429 -1.5504 -0.6837 3.1 2.1 0.3 -0.24
C -0.2584 -2.1952 -1.7999 0.8 -0.4 0.0 -0.60
C -1.2595 -2.5470 0.4174 1.3 -1.3 0.5 -0.62
H 2.9443 1.9635 1.6008 -1.5 -0.1 -1.4 0.21
H 1.2614 1.4626 2.0031 0.6 1.1 0.2 0.23
H 1.8878 3.1746 1.8727 -0.7 2.6 1.9 0.20
H 1.3064 3.3451 -0.4008 -0.2 -1.3 0.9 0.20
H 1.6039 1.6363 -0.5356 0.5 -0.7 -0.8 0.20
H -0.9226 2.7619 0.8294 0.9 -1.0 -1.4 0.19
H -0.8901 2.0088 -0.8187 0.1 0.7 -1.5 0.18
H -1.6406 0.6578 0.9038 0.9 -0.6 -0.2 0.36
H 0.6644 -1.0536 0.3754 -0.8 1.8 -0.8 0.17
H 0.4252 0.1628 -0.9687 -0.3 -0.5 -0.3 0.18
H -1.8676 -1.0571 -1.1297 -1.6 -0.1 -0.1 0.20
H -0.9104 -3.0360 -2.0511 0.5 0.0 -1.1 0.21
H 0.7199 -2.6076 -1.4679 -0.7 0.0 0.3 0.20
H 0.0617 -1.4835 -2.5836 -0.9 -0.5 -0.1 0.21
H -2.2324 -2.5233 0.7430 -2.5 0.2 1.1 0.21
H -1.1209 -3.6232 0.1589 0.1 0.8 -0.5 0.21
H -0.6088 -2.4282 1.3097 -0.3 0.3 -0.6 0.22